(1)
98
Properties=species:S:1:pos:R:3:forces:R:3 method="wB97M-V/def2-TZVPD" e_homo_ev=-4.52 charge=-1 homo_lumo_gap_ev=6.692
O 0.97315 -1.24972 2.38365 -0.07 7.33 1.74
O -1.00719 2.91973 -3.15848 -0.23 0.24 -0.97
O -4.16163 -6.10927 -5.59944 1.76 0.41 -1.06
O -0.70201 -2.29609 -9.25375 1.03 1.73 -0.01
O -1.59812 2.06945 -5.14441 0.06 0.37 1.74
O 0.71954 -0.64341 -9.76749 -0.23 -0.33 -0.53
O -2.24259 -6.30975 -6.73662 -0.43 -0.50 -0.13
O 0.73860 0.89864 1.33549 0.82 -1.72 5.88
O 2.17061 2.48107 8.20367 -2.02 -0.13 0.97
O -2.55628 -2.78871 -2.90257 0.01 0.38 1.72
O 0.82282 -0.13688 4.96916 1.71 1.15 -0.25
O -1.96535 -1.93843 -0.91664 -0.40 0.05 -1.12
O 0.30014 3.01084 9.31578 0.09 0.54 -0.25
N -0.22489 1.89589 4.05661 0.51 -0.92 2.40
C -0.60597 2.15625 -0.88211 -0.14 0.03 -0.15
C -0.68010 -0.44975 -7.75973 -0.60 0.31 -0.09
C -1.56413 -2.70191 1.35973 0.05 -0.34 -0.17
C 1.16250 0.72293 -9.68098 0.14 0.09 0.21
C -1.18596 -5.76798 -7.54939 0.17 0.22 0.05
C -0.01419 3.09830 4.94600 -1.27 0.89 0.17
C 0.97378 0.98222 3.98580 0.62 -1.11 -0.67
C -1.76245 2.10654 -3.92783 0.38 -0.19 -1.01
C 4.53644 3.04255 3.18153 -0.44 0.96 0.57
C 2.25470 0.87259 -8.64020 0.03 -0.13 0.23
C -3.69272 -3.68018 -1.01701 -0.78 0.06 -0.08
C 1.08150 2.13226 8.65156 1.68 -0.01 -0.58
C -2.96843 -4.09063 -5.97750 -0.30 0.38 -0.43
C -0.24645 -1.18528 -8.99493 -0.60 -1.39 0.19
C 0.63974 0.70012 8.55892 -0.17 -0.26 -0.60
C 5.23116 2.76015 4.63890 1.75 0.14 -0.67
C 0.01492 -5.39977 -6.70039 0.03 0.09 0.23
C 0.90348 0.24494 2.49251 -0.29 -4.36 -5.38
C -1.26149 3.19620 -1.76942 0.16 -0.34 0.50
C 2.42254 1.68761 4.27577 0.82 -0.22 -0.60
C -1.14861 2.06107 11.02599 0.15 -0.17 0.12
C -2.73456 1.17798 -3.25885 -0.69 0.11 -0.07
C -1.06864 2.76684 9.68658 0.02 -0.14 0.11
C -2.72061 -2.75162 -1.68600 0.63 0.01 -0.83
C 5.98020 1.26654 4.69924 -0.09 0.56 0.67
C -3.18572 -5.57009 -6.11452 -1.20 -0.28 0.94
C -2.21965 -1.66197 0.47242 0.22 -0.08 0.67
C 2.87838 2.82354 3.18116 1.03 0.75 -0.41
H 2.60093 2.57445 2.06928 0.12 0.12 2.37
H 5.39846 0.44018 4.10650 1.08 1.64 1.20
H 6.13069 3.54010 4.73228 -1.95 -1.59 -0.06
H -0.62080 2.63633 11.79353 -0.13 0.01 -0.14
H 3.23450 0.81581 4.19389 -1.90 1.73 0.06
H -3.18838 1.59527 -2.36223 0.23 -0.11 0.16
H -1.70550 -2.45265 2.41509 0.17 0.06 -0.17
H -1.77443 -0.68281 0.67967 0.13 -0.20 -0.28
H -2.41926 -3.88969 -5.05408 -0.10 0.03 -0.07
H -1.97621 -3.69869 1.18117 -0.22 0.02 0.02
H 3.08571 0.19377 -8.85753 -0.11 0.13 -0.08
H -1.09967 3.48713 5.25371 2.26 -0.77 -0.69
H -3.94618 -3.60056 -5.92582 0.21 -0.21 0.26
H 1.89282 0.62006 -7.63992 -0.01 0.15 -0.10
H -0.43904 0.58167 8.47997 -0.01 -0.04 0.21
H 1.01721 0.14849 9.42374 -0.09 0.09 -0.03
H -4.14654 -3.26289 -0.12040 0.25 -0.10 0.15
H -0.67703 1.07542 10.98874 -0.13 0.06 -0.05
H -0.66478 0.63268 -7.86984 0.22 -0.01 0.18
H 7.09261 1.32793 4.27229 -2.52 -0.09 0.91
H 0.83831 -5.04884 -7.32872 -0.11 -0.03 0.03
H -2.23193 0.23632 -3.02362 -0.04 0.08 0.06
H -0.96688 1.32225 4.56044 1.25 0.69 -1.13
H 2.54884 2.09785 5.39004 -0.70 -0.90 -2.48
H 1.71650 -0.61487 5.02699 -2.04 0.98 -0.61
H -2.33314 3.29878 -1.57563 0.02 -0.10 -0.15
H -0.81627 4.17535 -1.56217 -0.03 -0.13 -0.36
H 1.06135 0.26624 7.64632 0.04 0.14 0.21
H 0.54470 2.88817 5.95186 -0.71 0.54 -1.94
H -0.74734 2.40551 0.17325 0.16 -0.12 -0.13
H -1.71905 -0.71917 -7.54333 0.33 -0.13 0.04
H 0.46728 2.09764 -1.09021 -0.20 0.07 0.18
H -1.54634 3.74902 9.77056 0.34 -0.06 -0.13
H 4.71331 4.19282 2.93445 -0.34 -2.42 0.39
H -4.51599 -3.87808 -1.71120 0.34 -0.10 -0.02
H -0.49088 -2.76052 1.15163 -0.17 0.34 0.23
H -1.54299 -4.93182 -8.15757 0.03 0.00 0.19
H -0.22914 -4.61505 -5.97933 0.02 0.00 -0.15
H 0.32215 1.40170 -9.50896 0.04 -0.16 0.10
H -1.60364 2.23153 8.89682 0.17 -0.04 0.07
H -0.89908 -6.55849 -8.25133 -0.28 -0.03 0.23
H -1.01805 1.15947 -1.06067 0.01 0.09 0.10
H -3.29130 -1.55938 0.66621 -0.03 -0.14 -0.18
H 0.35545 -6.26572 -6.12353 -0.05 0.05 -0.16
H 6.02622 0.98976 5.84814 0.07 0.24 -2.42
H -2.19037 1.93517 11.33387 0.09 0.03 -0.04
H 2.63285 1.89855 -8.62291 -0.05 -0.10 -0.01
H 5.07750 2.43614 2.33893 -1.09 0.93 1.70
H -2.45162 -3.64626 -6.82571 0.25 -0.04 0.06
H -3.55783 0.98008 -3.95304 0.34 -0.09 -0.01
H 1.56869 0.97953 -10.66540 -0.18 -0.32 0.07
H -3.19009 -4.62184 -0.78178 -0.05 0.16 0.02
H -0.05049 -0.75204 -6.91896 -0.07 0.11 -0.08
H 4.54582 2.95318 5.56810 1.13 -0.54 -1.98
H 0.45070 3.94419 4.28466 -0.58 -1.57 1.64
H 2.44124 3.90806 3.39951 0.68 -2.49 -0.22

(2)
54
Properties=species:S:1:pos:R:3:forces:R:3 method="wB97M-V/def2-TZVPD" e_homo_ev=-8.50 e_above_lowest_kcal_mol=0.0 charge=0 homo_lumo_gap_ev=9.261 smiles=FC(F)(F)c1cccc(Cc2noc(CN3CCC[C@@H](OCc4ccccn4)C3)n2)c1
F -6.50432 -0.26295 -1.67374 -0.15 0.19 0.12
F -4.50211 -0.46612 -2.42929 0.23 0.14 -0.02
F -5.26464 -1.88764 -1.00889 0.06 -0.06 0.17
O 2.32995 -0.25453 -2.17621 0.23 -0.16 -0.09
O 0.49307 -1.35425 2.26592 0.06 -0.81 -0.33
N 0.82629 2.62994 -0.77931 -0.17 -0.18 -0.28
N -0.80225 -0.91907 0.55884 0.08 -0.57 -0.28
N 0.05758 -0.06953 2.42126 -0.20 1.13 0.34
N 1.42701 -3.28780 -0.21340 -0.03 -0.01 0.12
C -0.70776 0.15798 1.39192 0.54 -0.32 0.35
C 0.24690 -3.17870 0.61666 0.11 -0.19 -0.02
C 2.43595 4.09054 0.20565 0.00 -0.04 -0.01
C -1.39859 1.44613 1.14102 -0.04 0.03 -0.03
C 1.50726 -2.35752 -1.31835 0.01 0.30 -0.17
C 1.80744 1.98175 -1.39220 0.24 -0.14 0.01
C 1.42657 0.82056 -2.28054 -0.12 0.00 -0.19
C 3.14541 2.33600 -1.24258 -0.06 0.04 0.04
C 2.19924 -1.01854 -0.98478 0.17 -0.25 0.16
C 3.46372 3.40486 -0.42530 -0.09 -0.03 -0.05
C 2.70384 -3.48401 0.44258 0.16 0.04 0.18
C 3.57602 -1.29163 -0.37942 -0.35 0.20 0.04
C 3.41919 -2.19013 0.84406 -0.01 -0.14 -0.18
C 1.13793 3.66049 -0.00797 0.11 0.27 0.15
C -4.73365 0.26414 -0.18286 -0.02 0.03 -0.07
C -5.13017 1.50604 1.81828 -0.09 -0.03 0.02
C -0.05219 -1.81066 1.13269 -0.47 0.50 -0.08
C -5.62293 0.76844 0.75753 0.09 -0.05 -0.09
C -2.87958 1.22708 1.00141 -0.12 0.06 0.09
C -5.24695 -0.57370 -1.31819 -0.10 -0.27 -0.19
C -3.76889 1.72909 1.94170 0.02 -0.03 -0.08
C -3.37047 0.48901 -0.06774 -0.26 0.04 -0.03
H 4.19535 -1.78203 -1.13290 0.08 -0.02 -0.08
H -0.98927 1.86382 0.21365 -0.04 0.00 0.18
H 2.63734 4.93280 0.84862 -0.01 0.07 0.06
H -2.68785 0.08272 -0.79723 0.02 -0.02 -0.08
H 4.05188 -0.34754 -0.10706 0.02 0.01 -0.07
H -3.39395 2.29907 2.77912 0.06 0.06 0.09
H 2.55342 -4.12321 1.31467 0.02 -0.06 -0.05
H 1.47295 1.13989 -3.32731 -0.10 -0.02 0.10
H -1.17474 2.11857 1.96865 0.00 0.05 -0.06
H 0.29923 4.15817 0.46180 -0.02 0.10 0.11
H 4.49288 3.70258 -0.28487 0.06 0.02 0.01
H 1.60522 -0.45133 -0.25763 0.03 -0.03 -0.01
H -5.81063 1.90417 2.55519 -0.06 0.04 0.07
H 0.50018 -2.16747 -1.69339 0.00 0.00 -0.09
H 0.39773 0.51096 -2.05661 0.07 0.08 0.01
H 2.84730 -1.67001 1.61465 0.05 0.00 0.05
H 0.35398 -3.86104 1.46237 -0.08 -0.02 -0.07
H 3.33713 -4.02562 -0.26993 0.08 -0.04 0.09
H -6.68140 0.58653 0.65440 -0.08 0.00 -0.01
H 2.08906 -2.83042 -2.11697 -0.01 0.09 -0.07
H -0.61528 -3.48341 0.01341 0.01 0.08 0.21
H 4.39786 -2.43247 1.26090 0.02 0.00 0.06
H 3.90273 1.77000 -1.76226 0.08 -0.05 -0.02

(3)
22
Properties=species:S:1:pos:R:3:forces:R:3 method="wB97M-V/def2-TZVPD" e_homo_ev=-8.52 e_above_lowest_kcal_mol=172.3 charge=0 homo_lumo_gap_ev=7.912
O -0.31286 -1.43357 3.36847 -2.96 -0.78 -1.61
N -0.25056 0.75534 -2.86363 -1.76 -1.11 -2.39
N 0.55922 0.45276 1.85784 -0.33 -4.76 1.41
C -0.84666 -1.58436 1.63583 2.10 -0.95 -3.24
C 1.07077 0.70567 -0.88427 -0.86 -2.11 -3.86
C 0.14047 1.53209 -1.72193 -0.12 2.60 -1.54
C 0.37194 -0.52596 -0.35824 -0.55 -2.31 0.47
C -0.41313 -0.27426 0.95705 2.91 0.90 0.23
H 0.60016 2.50406 -2.18584 -0.22 -1.37 1.50
H 1.84324 0.39961 -1.63399 -0.18 0.02 0.84
H -1.17519 0.41742 0.77388 -1.84 0.52 -0.45
H 0.22400 -0.07593 -3.19373 0.45 0.30 0.92
H 1.09895 -1.37640 -0.15873 -0.58 1.10 -0.10
H -1.24182 -1.30109 2.68866 -0.49 0.66 4.28
H -0.74866 1.89726 -1.14621 0.46 -0.45 -0.35
H 1.50225 1.19722 -0.13011 1.68 2.00 2.84
H 0.15695 1.24597 2.24672 -1.12 1.99 0.48
H -0.70701 1.12442 -3.71734 0.46 0.41 1.51
H -1.78648 -2.07265 1.24409 0.41 0.65 1.22
H -0.08418 -2.33419 1.59857 0.26 -0.29 -0.72
H -0.34997 -0.94315 -1.08674 0.43 0.24 0.03
H 0.34858 -0.31025 2.70964 1.86 2.75 -1.47